11
Properties=species:S:1:pos:R:3:forces:R:3 method="wB97M-V/def2-TZVPD" gap_ev=10.9338 smiles="COC(C)=O" lumo_ha=0.0255
C 0.96537 0.87304 -0.08677 1.166 1.708 3.404
C 0.92247 -0.64109 -0.04225 2.791 -3.507 -0.537
C -1.46842 -0.47121 -0.04565 1.350 -2.357 3.820
H 0.66894 1.28815 -1.03887 -0.309 -0.055 -0.235
H 0.27138 1.39323 0.81672 1.906 -1.491 -2.571
H 2.09399 1.20745 0.10431 -2.596 -0.846 -0.366
H -2.22758 -1.20672 0.14182 -1.038 0.002 -1.533
H -1.43504 -0.12489 0.98901 0.165 0.770 0.112
H -1.45608 0.34821 -0.66121 -0.881 1.460 -1.987
O 1.95409 -1.38099 0.01256 -3.921 3.174 -0.055
O -0.28912 -1.28517 -0.18967 1.367 1.141 -0.052



11
Properties=species:S:1:pos:R:3:forces:R:3 method="wB97M-V/def2-TZVPD" gap_ev=10.7972 smiles="CC(=O)CO" lumo_ha=0.0333
C 0.68933 0.63432 1.22654 -0.031 0.043 0.064
C -0.06998 -0.35954 0.38411 0.047 -0.290 0.107
O -0.17563 -1.52565 0.70662 0.098 0.408 -0.104
C -0.65851 0.05998 -0.96113 -0.056 0.273 0.103
O -0.17556 -0.79284 -1.96915 -0.044 -0.298 0.003
H 0.48742 0.46652 2.28697 0.020 0.002 -0.145
H 0.48103 1.67105 0.95162 -0.020 -0.150 0.055
H 1.75747 0.44559 1.05980 -0.148 0.047 -0.004
H -0.39723 1.08536 -1.23594 0.031 -0.147 0.070
H -1.75515 -0.00243 -0.86499 0.119 0.053 -0.004
H -0.18319 -1.68237 -1.58444 -0.016 0.059 -0.146



ΔE to the lowest compared entry with this formula, charge and spin / kJ/mol: 175.7; 89.0